Record 1
Molecular formula: C2H3Cl2FO
Method: DFT, wB97M-V/def2-TZVPD

```
9
Properties=species:S:1:pos:R:3:nbo_charge:R:1
Cl 1.1890 -0.4414 -3.1302 -0.25
Cl -0.0752 1.5435 -0.4054 -0.04
F 0.5994 -1.2800 2.1896 -0.31
O -1.5211 0.2233 1.3829 -0.67
C 0.7286 -0.3710 1.2402 0.11
C -0.2881 0.3692 0.8909 0.22
H -2.1951 0.9206 1.2175 0.51
H 1.5849 -0.4676 0.5784 0.18
H 1.4706 0.7395 -3.3669 0.25
```

Its orbital gap is 9.66 eV. The SMILES is O/C(Cl)=C\F.Cl. The charge is 0. As for the highest occupied orbital energy: -9.1 eV. As for the LUMO energy: 0.5 eV. Its relative energy (zero: lowest compared OMol25 entry of this formula, charge and spin) is 22.4 kcal/mol.

=====

Record 2
Molecular formula: C2H3Cl2N
Method: DFT, wB97M-V/def2-TZVPD

```
8
Properties=species:S:1:pos:R:3:nbo_charge:R:1
Cl -1.1414 -1.8498 -1.0118 0.02
Cl -0.5042 -0.9350 1.8165 0.08
N 0.7617 1.3741 1.2822 -0.67
C 0.2336 0.3064 1.0595 0.21
C -0.3225 -0.5153 -1.6336 -0.42
H 0.6358 -0.6097 -2.1990 0.21
H -0.7996 0.3736 -1.4531 0.18
H 1.1366 1.8557 2.1393 0.39
```

Its orbital gap (alpha / beta) is 7.91 / 8.24 eV. The charge is 0. As for the highest occupied orbital energy (alpha / beta): -8.1 / -7.9 eV. As for the LUMO energy (alpha / beta): -0.1 / 0.3 eV. Its relative energy (zero: lowest compared OMol25 entry of this formula, charge and spin) is 90.0 kcal/mol.

=====

Record 3
Molecular formula: C2H3Cl2N3O2
Method: DFT, wB97M-V/def2-TZVPD

```
12
Properties=species:S:1:pos:R:3:nbo_charge:R:1
Cl -1.9789 -1.5808 -2.6937 0.20
Cl -2.8478 -0.5670 -0.2635 0.29
O -0.4742 2.1195 1.5314 -0.45
O 0.6989 -0.8772 -1.5845 -0.52
N 0.1329 0.3849 0.4707 -0.26
N -0.7716 1.2622 0.6961 0.20
N -1.4922 -0.8550 -1.1639 -0.48
C -0.2717 -0.5277 -1.0419 0.81
C 1.4847 0.2124 0.9401 -0.49
H 1.8427 1.1885 1.3854 0.25
H 2.0701 -0.1366 0.0012 0.25
H 1.6069 -0.6232 1.7226 0.22
```

Its orbital gap is 8.09 eV. The SMILES is CN(N=O)C(=O)N(Cl)Cl. The charge is 0. As for the highest occupied orbital energy: -9.2 eV. As for the LUMO energy: -1.1 eV. Its relative energy (zero: lowest compared OMol25 entry of this formula, charge and spin) is 8.9 kcal/mol.

=====

Record 4
Molecular formula: C2H3Cl2NO
Method: DFT, wB97M-V/def2-TZVPD

```
9
Properties=species:S:1:pos:R:3:nbo_charge:R:1
Cl 1.0409 1.5613 -0.0868 0.02
Cl 1.4727 -1.3527 -0.2016 -0.09
O -2.9877 -0.3218 0.0225 -0.54
N -1.8068 0.3516 -0.2328 -0.10
C -0.9046 -0.3860 0.2378 -0.01
C 0.4906 0.0316 0.5723 -0.22
H -3.5874 0.1307 -0.8741 0.48
H 0.8591 -0.0652 1.6073 0.25
H -0.9687 -1.3728 0.7579 0.20
```

Its orbital gap is 10.86 eV. The SMILES is O/N=C/C(Cl)Cl. The charge is 0. As for the highest occupied orbital energy: -10.3 eV. As for the LUMO energy: 0.5 eV. Its relative energy (zero: lowest compared OMol25 entry of this formula, charge and spin) is 82.0 kcal/mol.

=====

Record 5
Molecular formula: C2H3Cl2NO
Method: DFT, wB97M-V/def2-TZVPD

```
9
Properties=species:S:1:pos:R:3:nbo_charge:R:1
Cl -2.0892 -0.7074 0.6940 0.27
Cl -0.6377 -2.9182 -0.7674 0.02
O 1.3375 -0.7481 -0.9852 -0.53
N -0.5972 -1.0442 0.1037 -0.41
C 0.3401 1.1598 0.2316 -0.70
C 0.3973 -0.2832 -0.3869 0.64
H 0.0992 1.4301 1.3364 0.25
H -0.2137 1.6332 -0.4502 0.22
H 1.3638 1.4779 0.2239 0.25
```

Its orbital gap is 8.40 eV. The SMILES is CC(=O)N(Cl)Cl. The charge is 0. As for the highest occupied orbital energy: -10.2 eV. As for the LUMO energy: -1.8 eV. Its relative energy (zero: lowest compared OMol25 entry of this formula, charge and spin) is 92.6 kcal/mol.

=====

Record 6
Molecular formula: C2H3Cl2NO2
Method: DFT, wB97M-V/def2-TZVPD

```
10
Properties=species:S:1:pos:R:3:nbo_charge:R:1
Cl 1.2644 1.1317 1.6058 0.06
Cl 2.0452 0.6527 -1.2491 0.02
O -1.2356 -1.6725 0.6681 -0.28
O 0.5298 -2.9745 0.7849 -0.25
N -0.0914 -1.9834 0.5521 0.52
C -0.5939 0.9433 -0.4774 -0.73
C 0.8106 0.8802 -0.0282 -0.08
H -1.0485 -0.0812 -0.3087 0.26
H -1.1504 1.7992 0.0942 0.24
H -0.5301 1.3045 -1.6417 0.24
```

Its orbital gap (alpha / beta) is 5.93 / 10.62 eV. The charge is 0. As for the highest occupied orbital energy (alpha / beta): -7.9 / -10.7 eV. As for the LUMO energy (alpha / beta): -2.0 / -0.1 eV. Its relative energy (zero: lowest compared OMol25 entry of this formula, charge and spin) is 139.7 kcal/mol.

=====

Record 7
Molecular formula: C2H3Cl2NS
Method: DFT, wB97M-V/def2-TZVPD

```
9
Properties=species:S:1:pos:R:3:lowdin_spin:R:1
Cl -0.8986 2.2676 -1.8739 0.19
Cl -2.5544 -2.4513 0.0911 0.19
S -1.7374 -1.3250 -1.4176 0.87
N 0.5982 1.0507 0.0041 0.22
C -0.3129 1.1389 -0.7954 0.50
C 1.1087 -0.0129 0.8308 0.03
H 0.3171 -0.7827 0.9582 0.01
H 1.3704 0.4590 1.9017 0.00
H 2.1088 -0.3442 0.3010 0.00
```

Its orbital gap (alpha / beta) is 6.94 / 6.66 eV. The charge is 0. As for the highest occupied orbital energy (alpha / beta): -7.3 / -9.3 eV. As for the LUMO energy (alpha / beta): -0.3 / -2.7 eV. Its expectation value of S² is 2.01. Its multiplicity is 3. Its relative energy (zero: lowest compared OMol25 entry of this formula, charge and spin) is 12.4 kcal/mol.

=====

Record 8
Molecular formula: C2H3Cl2NSi
Method: DFT, wB97M-V/def2-TZVPD

```
9
Properties=species:S:1:pos:R:3:nbo_charge:R:1
Cl 2.3022 -1.1112 -0.3242 -0.33
Cl -0.6274 -1.3373 -2.1610 -0.33
Si 0.6877 -0.2010 -1.0188 1.28
N -0.8601 -0.9880 2.4662 -0.29
C -0.3884 0.5623 0.4907 -0.83
C -0.6159 -0.2071 1.6105 0.19
H 0.1433 1.5300 0.7071 0.27
H -1.9777 0.7617 -0.2830 0.21
H 1.3364 0.9906 -1.4875 -0.18
```

Its orbital gap is 9.63 eV. The charge is 0. As for the highest occupied orbital energy: -10.5 eV. As for the LUMO energy: -0.8 eV. Its relative energy (zero: lowest compared OMol25 entry of this formula, charge and spin) is 76.1 kcal/mol.

=====

Record 9
Molecular formula: C2H3Cl3S
Method: DFT, wB97M-V/def2-TZVPD

```
9
Properties=species:S:1:pos:R:3:lowdin_spin:R:1
Cl 0.0207 -0.6675 2.8910 0.02
Cl 0.5021 1.5968 1.3663 0.09
Cl 2.0425 -1.0865 0.9435 0.81
S -0.8473 -0.7234 0.1445 0.54
C 0.2536 -0.0609 1.2686 0.46
C -0.4866 0.1147 -1.3970 0.05
H 0.5466 0.4560 -1.5724 0.00
H -0.7951 -0.6455 -2.2318 0.00
H -1.2365 1.0163 -1.4128 0.02
```

Its orbital gap (alpha / beta) is 6.67 / 6.18 eV. The charge is 0. As for the highest occupied orbital energy (alpha / beta): -6.3 / -10.0 eV. As for the LUMO energy (alpha / beta): 0.3 / -3.8 eV. Its expectation value of S² is 2.01. Its multiplicity is 3. Its relative energy (zero: lowest compared OMol25 entry of this formula, charge and spin) is 31.4 kcal/mol.

=====

Record 10
Molecular formula: C2H3Cl5
Method: DFT, wB97M-V/def2-TZVPD

```
10
Properties=species:S:1:pos:R:3:nbo_charge:R:1
Cl -6.5846 -21.6843 19.3895 0.01
Cl -8.7207 -15.6949 19.4207 -0.03
Cl -9.0145 -20.4236 18.6528 0.03
Cl -6.6647 -19.8927 17.0799 0.03
Cl -8.6495 -16.9154 22.0544 -0.01
C -7.2752 -20.2146 18.6839 -0.30
C -9.1410 -15.5118 21.1377 -0.41
H -6.9786 -19.3987 19.3430 0.23
H -10.2150 -15.3398 21.2088 0.22
H -8.7120 -14.6084 21.5713 0.22
```

Its orbital gap is 11.68 eV. The SMILES is ClC(Cl)Cl.ClCCl. The charge is 0. As for the highest occupied orbital energy: -11.0 eV. As for the LUMO energy: 0.7 eV. Its relative energy (zero: lowest compared OMol25 entry of this formula, charge and spin) is 3.4 kcal/mol.

=====

Record 11
Molecular formula: C2H3ClFNO
Method: DFT, wB97M-V/def2-TZVPD

```
9
Properties=species:S:1:pos:R:3:nbo_charge:R:1
Cl 2.8510 0.9071 -0.1090 -0.10
F 2.5085 -1.5673 -0.5316 -0.34
O 0.6062 -0.4176 0.2945 -0.56
N -0.5542 1.3850 -0.4374 -0.60
C 1.9756 -0.6313 0.3147 0.49
C -0.2436 0.2117 -0.6617 0.39
H 2.1833 -0.9571 1.2966 0.17
H -1.1335 1.8841 -1.1715 0.37
H -0.3669 -0.5752 -1.3956 0.17
```

Its orbital gap is 11.82 eV. The SMILES is [H]/N=C/O[C@@H](F)Cl. The charge is 0. As for the highest occupied orbital energy: -11.0 eV. As for the LUMO energy: 0.9 eV. Its relative energy (zero: lowest compared OMol25 entry of this formula, charge and spin) is 33.4 kcal/mol.

=====

Record 12
Molecular formula: C2H3ClN
Method: DFT, wB97M-V/def2-TZVPD

```
7
Properties=species:S:1:pos:R:3:nbo_charge:R:1
Cl 2.4878 0.1247 -0.0697 -0.02
N -0.1046 0.4371 0.0080 -0.19
C -0.6906 1.4238 -0.0067 0.52
C 0.6283 -0.6038 0.0920 -0.17
H -1.1234 2.3598 -0.2135 0.31
H 0.6153 -1.0492 0.9773 0.27
H 0.6154 -1.2763 -0.7033 0.29
```

Its orbital gap is 9.55 eV. The SMILES is C#[N+]CCl. The charge is +1. As for the highest occupied orbital energy: -16.2 eV. As for the LUMO energy: -6.6 eV. Its relative energy (zero: lowest compared OMol25 entry of this formula, charge and spin) is 15.5 kcal/mol.